ORCA calculation (wB97M-V/def2-TZVPD) on 3 unconnected molecules or ions with the total composition C4H10O3.

Geometry as ORCA input:
```
! wB97M-V def2-TZVPD RIJCOSX def2/J DEFGRID3
* xyz 0 1
C -1.52290 -0.67984 1.54859
C -0.83854 0.05147 0.63787
C 0.14560 -0.68462 -0.21028
C 1.08374 0.12866 -0.72025
O 1.94193 -0.28089 -1.69199
H -2.39599 -0.33285 2.09564
H -1.39698 -1.64083 1.87063
H -1.08831 1.02531 0.40986
H -0.03644 -1.69679 -0.27553
H 1.34168 1.16918 -0.54956
H 2.22407 -1.21586 -1.71929
O -2.98875 -0.58853 -1.85930
H -2.95829 0.38652 -2.09873
H -2.71277 -0.67231 -0.99671
O 2.31617 1.76881 2.22689
H 2.27984 0.90344 1.78362
H 1.38099 1.98504 2.53969
*
```

## Properties
Total energy: -384.0364 Ha
HOMO-LUMO gap: 9.387 eV
Highest occupied orbital energy: -8.74 eV
Structure (SMILES): C=C/C=C/O.O.O
Relative energy (zero: lowest compared OMol25 entry of this formula, charge and spin): 3.081 eV